[1]
Entry from OMol25: a 7-piece molecular cluster, C12H36ClO6S2 overall (ωB97M-V with the def2-TZVPD basis set).

Last column: Löwdin charge in e.
Element x y z (Å)
Cl1 0.5384 -0.7054 -0.0734  0.161
C1 -4.1556 -2.4974 -1.6384  -0.097
C2 -2.9766 -1.7574 -1.1184  -0.372
O1 -1.7796 -2.4464 -1.1394  -0.131
H1 -5.0356 -1.9214 -1.5894  0.051
H2 -4.3866 -3.4764 -1.1454  0.094
H3 -4.3496 -2.6584 -2.6494  0.043
H4 -3.1826 -1.2954 -0.0654  0.137
H5 -2.8476 -0.9264 -1.7264  0.067
H6 -1.0396 -2.0144 -0.6054  -0.036
C3 2.9824 -5.0604 -1.2944  -0.106
C4 1.9504 -3.9154 -1.2314  -0.368
O2 2.4824 -2.9094 -0.4454  -0.111
H7 2.4954 -5.9514 -1.8624  0.088
H8 3.2354 -5.3064 -0.2124  0.078
H9 3.9434 -4.6854 -1.8274  0.090
H10 1.1074 -4.2474 -0.6224  0.109
H11 1.5464 -3.7494 -2.1904  0.092
H12 1.8594 -2.2904 -0.3124  -0.170
C5 -1.8866 3.5026 -2.9264  -0.089
C6 -1.8856 2.3416 -1.8674  -0.271
O3 -0.5546 1.6996 -1.9734  -0.159
H13 -1.0096 3.9456 -2.6984  -0.009
H14 -2.9496 4.1596 -3.0144  0.138
H15 -1.6756 3.0846 -3.9434  0.075
H16 -2.5146 1.4976 -2.3184  0.116
H17 -2.1876 2.6786 -0.8754  0.084
H18 -0.6756 0.8936 -1.5134  -0.051
C7 -3.6316 1.3906 2.5146  -0.059
C8 -2.5756 1.1476 1.4526  -0.361
O4 -1.6836 0.1416 1.8776  -0.110
H19 -4.3906 1.9306 1.8756  0.090
H20 -3.3856 1.8446 3.4396  0.052
H21 -3.9686 0.3136 2.7256  0.100
H22 -2.0546 2.0136 1.3976  0.058
H23 -2.7316 0.9576 0.4776  0.053
H24 -1.0136 -0.0234 1.2436  -0.111
C9 1.0144 3.4726 0.4106  -0.341
S1 1.7104 3.5126 -1.1054  0.844
O5 2.4904 4.8036 -1.2804  -0.571
C10 2.9804 2.2516 -0.7834  -0.200
H25 1.6904 3.6536 1.3676  0.125
H26 0.4954 2.6056 0.7196  0.028
H27 0.1104 3.9206 0.4896  0.009
H28 2.4314 1.3256 -0.8044  0.016
H29 3.4834 2.3746 0.1846  0.061
H30 3.6844 2.3246 -1.4124  -0.034
C11 2.6724 0.7236 2.7516  -0.313
S2 3.5384 -0.6694 2.0276  0.782
O6 4.8604 -0.7204 2.8156  -0.598
C12 2.5704 -1.8864 2.8576  -0.329
H31 3.2734 1.7036 2.5156  0.062
H32 3.1294 0.6366 3.8616  0.095
H33 1.6134 0.8566 2.4966  0.031
H34 1.5434 -1.7724 2.4276  0.024
H35 2.2894 -1.9204 3.9346  0.073
H36 2.8054 -2.9034 2.3986  0.069

Its spin multiplicity is 1. As for the total charge: -1. For the molecular weight, the calculation gives 376.0 g mol⁻¹. The lowest unoccupied orbital energy is 2.70 eV. The energy comes out at -59501.320 eV. The energy relative to the best compared isomer or geometry (same formula, charge and spin) is 4.3 kcal per mole. As for the orbital gap: 8.793 eV.


[2]
Entry from OMol25: C2HBrN2O in the gas phase (ωB97M-V with the def2-TZVPD basis set).

Last column: Löwdin charge in e.
Element x y z (Å)
C1 -0.4936 0.6503 0.0218  -0.283
C2 0.8055 0.6410 -0.0471  -0.611
N1 -1.3274 -0.4556 0.0618  0.014
N2 0.4105 -1.9328 -0.0571  0.177
O1 -0.7692 -1.6256 0.0214  -0.205
Br1 2.5017 1.1951 0.0040  0.795
H1 -1.1275 1.5277 -0.0049  0.111

Its spin multiplicity is 1. For the molecular weight, the calculation gives 148.9 g mol⁻¹. The lowest unoccupied orbital energy (alpha / beta) is -0.34 / -0.68 eV. The energy comes out at -77151.570 eV. The energy relative to the best compared isomer or geometry (same formula, charge and spin) is 170.8 kcal per mole. As for the orbital gap (alpha / beta): 8.548 / 8.626 eV.


[3]
Entry from OMol25: a 2-piece molecular cluster, C12H20BClNO5 overall (ωB97M-V with the def2-TZVPD basis set).

Last column: Löwdin charge in e.
Element x y z (Å)
C1 4.4296 -0.2224 -0.1842  -0.119
C2 2.9287 0.5143 -0.2289  -0.263
N1 2.7475 1.3209 -1.4959  0.008
B1 1.3331 1.8447 -1.6679  -0.311
C3 0.9870 3.3150 -0.9362  -0.142
O1 1.4418 3.3889 0.4604  -0.267
C4 0.5071 2.7443 1.3937  -0.132
C5 0.1886 1.0144 -2.5708  -0.134
C6 -0.5098 -0.0589 -1.5380  -0.127
C7 0.0608 -1.6260 -1.4787  -0.037
C8 -0.6582 -2.6438 -0.3795  -0.046
C9 -1.8922 -2.0825 0.5899  -0.019
C10 -2.4895 -0.5316 0.4961  -0.017
C11 -1.7613 0.4748 -0.5991  -0.147
C12 -2.3534 2.0246 -0.6780  -0.115
H1 5.1461 0.4866 -0.7821  0.074
H2 4.3619 -1.3134 -0.6027  0.071
H3 4.7554 -0.1967 0.9618  0.081
H4 2.9451 1.2692 0.6914  0.123
H5 2.0993 -0.3054 -0.0587  0.108
H6 3.0524 0.7713 -2.3391  0.104
H7 -0.1271 3.6513 -1.0994  0.099
H8 1.6486 4.1042 -1.5402  0.136
H9 0.1745 1.6610 1.1018  0.096
H10 -0.4599 3.3677 1.6364  0.091
H11 1.0872 2.6429 2.4321  0.113
H12 0.7374 0.4270 -3.4515  0.106
H13 -0.5751 1.7378 -3.1050  0.095
H14 0.9317 -1.9764 -2.1899  0.086
H15 -0.2411 -3.7397 -0.3037  0.082
H16 -2.4026 -2.7729 1.3945  0.048
H17 -3.3965 -0.1834 1.1862  0.100
H18 -3.5277 1.9675 -0.6765  0.082
H19 -1.9917 2.5573 -1.6585  0.059
H20 -2.0393 2.6931 0.2337  0.059
O2 -2.7051 -5.1812 4.6517  -0.388
Cl1 -3.4277 -5.2652 3.3974  0.642
O3 -4.8314 -4.9850 3.6284  -0.389
O4 -3.2854 -6.5986 2.8459  -0.388
O5 -2.8887 -4.2959 2.4632  -0.421

Its spin multiplicity is 1. As for the total charge: -1. For the molecular weight, the calculation gives 304.6 g mol⁻¹. The lowest unoccupied orbital energy is 2.08 eV. The energy comes out at -37678.884 eV. As for the orbital gap: 7.994 eV.


[4]
Entry from OMol25: C2H7N3 as an isolated structure (ωB97M-V with the def2-TZVPD basis set).

Last column: Löwdin charge in e.
Element x y z (Å)
C1 -0.0014 -1.4880 0.0061  0.053
C2 1.1459 1.3600 -0.0424  -0.085
N1 0.0905 0.3788 0.0749  -0.149
N2 -1.1192 0.7875 0.0365  -0.155
N3 -1.9418 -0.0962 -0.2979  -0.040
H1 -2.6850 -0.3721 0.3517  0.057
H2 1.9854 1.0847 0.5972  0.074
H3 0.7839 2.3395 0.2759  0.079
H4 1.4913 1.4594 -1.0764  0.076
H5 -0.7829 -2.1376 -0.3659  0.018
H6 0.1538 -1.7168 1.0549  0.040
H7 0.8795 -1.5990 -0.6147  0.032

Its spin multiplicity is 1. For the molecular weight, the calculation gives 73.1 g mol⁻¹. The lowest unoccupied orbital energy is 0.85 eV. The energy comes out at -6652.745 eV. The energy relative to the best compared isomer or geometry (same formula, charge and spin) is 120.2 kcal per mole. As for the orbital gap: 8.548 eV.


What did the third record say?
Entry from OMol25: a 2-piece molecular cluster, C12H20BClNO5 overall (ωB97M-V with the def2-TZVPD basis set).

Last column: Löwdin charge in e.
Element x y z (Å)
C1 4.4296 -0.2224 -0.1842  -0.119
C2 2.9287 0.5143 -0.2289  -0.263
N1 2.7475 1.3209 -1.4959  0.008
B1 1.3331 1.8447 -1.6679  -0.311
C3 0.9870 3.3150 -0.9362  -0.142
O1 1.4418 3.3889 0.4604  -0.267
C4 0.5071 2.7443 1.3937  -0.132
C5 0.1886 1.0144 -2.5708  -0.134
C6 -0.5098 -0.0589 -1.5380  -0.127
C7 0.0608 -1.6260 -1.4787  -0.037
C8 -0.6582 -2.6438 -0.3795  -0.046
C9 -1.8922 -2.0825 0.5899  -0.019
C10 -2.4895 -0.5316 0.4961  -0.017
C11 -1.7613 0.4748 -0.5991  -0.147
C12 -2.3534 2.0246 -0.6780  -0.115
H1 5.1461 0.4866 -0.7821  0.074
H2 4.3619 -1.3134 -0.6027  0.071
H3 4.7554 -0.1967 0.9618  0.081
H4 2.9451 1.2692 0.6914  0.123
H5 2.0993 -0.3054 -0.0587  0.108
H6 3.0524 0.7713 -2.3391  0.104
H7 -0.1271 3.6513 -1.0994  0.099
H8 1.6486 4.1042 -1.5402  0.136
H9 0.1745 1.6610 1.1018  0.096
H10 -0.4599 3.3677 1.6364  0.091
H11 1.0872 2.6429 2.4321  0.113
H12 0.7374 0.4270 -3.4515  0.106
H13 -0.5751 1.7378 -3.1050  0.095
H14 0.9317 -1.9764 -2.1899  0.086
H15 -0.2411 -3.7397 -0.3037  0.082
H16 -2.4026 -2.7729 1.3945  0.048
H17 -3.3965 -0.1834 1.1862  0.100
H18 -3.5277 1.9675 -0.6765  0.082
H19 -1.9917 2.5573 -1.6585  0.059
H20 -2.0393 2.6931 0.2337  0.059
O2 -2.7051 -5.1812 4.6517  -0.388
Cl1 -3.4277 -5.2652 3.3974  0.642
O3 -4.8314 -4.9850 3.6284  -0.389
O4 -3.2854 -6.5986 2.8459  -0.388
O5 -2.8887 -4.2959 2.4632  -0.421

Its spin multiplicity is 1. As for the total charge: -1. For the molecular weight, the calculation gives 304.6 g mol⁻¹. The lowest unoccupied orbital energy is 2.08 eV. The energy comes out at -37678.884 eV. As for the orbital gap: 7.994 eV.


- Which of these has the highest energy?
  C2H7N3